No. 1
Density functional theory data (ωB97M-V/def2-TZVPD) for C20H37N4SeV as an isolated structure at a distorted geometry.

The calculation puts the HOMO energy (spin up / spin down) at -7.37 / -7.32 eV. The value obtained for the gap between HOMO and LUMO (spin up / spin down) is 7.00 / 6.81 eV.

Last column: Löwdin charge in e.
Atoms and positions in Å:
V (0.17, -0.24, -0.03)  0.777
N (-0.56, 0.16, 1.68)  -0.304
N (-1.21, -1.50, -0.48)  -0.302
N (1.88, 0.62, 0.33)  -0.153
N (1.52, -1.47, -0.35)  -0.127
H (-1.03, -1.72, 2.55)  0.058
C (-1.46, -0.72, 2.40)  -0.156
H (-2.42, -0.83, 1.87)  0.081
H (-1.64, -0.30, 3.41)  0.080
H (-0.19, 1.20, 3.48)  0.082
C (-0.29, 1.39, 2.40)  -0.164
H (-1.09, 2.14, 2.24)  0.081
H (0.65, 1.83, 2.06)  0.037
C (-1.21, -2.80, 0.18)  -0.163
H (-1.12, -3.64, -0.53)  0.081
H (-0.36, -2.85, 0.88)  0.064
H (-2.15, -2.96, 0.75)  0.088
H (-2.21, -1.88, -2.31)  0.085
C (-2.31, -1.28, -1.39)  -0.138
H (-3.29, -1.54, -0.94)  0.091
H (-2.34, -0.22, -1.70)  0.043
C (2.56, 1.88, 0.60)  -0.470
H (2.75, 1.90, 1.69)  0.135
C (1.72, 3.12, 0.28)  -0.109
H (0.65, 3.03, 0.45)  0.036
H (2.08, 3.96, 0.90)  0.090
H (1.84, 3.41, -0.78)  0.062
C (3.90, 1.97, -0.12)  -0.059
H (4.30, 2.98, -0.02)  0.088
H (4.63, 1.27, 0.30)  0.070
H (3.76, 1.75, -1.18)  0.090
H (3.24, -4.00, -1.85)  0.090
C (3.19, -3.09, -1.24)  -0.057
H (3.75, -2.31, -1.76)  0.090
H (3.65, -3.32, -0.27)  0.061
C (1.73, -2.71, -1.08)  -0.435
H (1.25, -3.50, -0.48)  0.118
C (1.00, -2.67, -2.43)  -0.054
H (0.46, -1.73, -2.60)  0.040
H (1.73, -2.79, -3.24)  0.075
H (0.30, -3.50, -2.51)  0.075
H (3.22, -0.42, -0.90)  0.139
C (2.60, -0.58, -0.01)  -0.459
C (1.97, -1.62, 2.89)  0.007
H (1.76, -0.56, 3.02)  0.061
H (1.47, -2.33, 3.56)  0.061
C (2.90, -2.04, 2.02)  -0.165
H (3.28, -3.07, 1.99)  0.103
C (3.57, -1.09, 1.08)  -0.149
H (4.00, -0.21, 1.58)  0.107
H (4.38, -1.59, 0.53)  0.098
Se (0.13, 1.27, -1.96)  0.844
C (-1.54, 2.14, -1.94)  -0.639
C (-2.13, 2.55, -0.72)  -0.127
C (-3.38, 3.17, -0.72)  -0.088
C (-4.08, 3.35, -1.92)  -0.098
C (-3.51, 2.93, -3.13)  -0.092
C (-2.24, 2.37, -3.14)  -0.138
H (-1.61, 2.35, 0.21)  0.059
H (-3.82, 3.49, 0.23)  0.104
H (-5.07, 3.82, -1.90)  0.098
H (-4.07, 3.04, -4.06)  0.102
H (-1.77, 2.05, -4.08)  0.098

---

No. 2
Density functional theory data (ωB97M-V/def2-TZVPD) for a 2-piece molecular cluster, C20H37N5P overall.

Its total charge is +1. The calculation puts the HOMO energy at -10.98 eV. The value obtained for the gap between HOMO and LUMO is 8.30 eV.

Last column: Löwdin charge in e.
Atoms and positions in Å:
C (0.98, 1.55, 3.99)  -0.097
C (1.41, 1.49, 2.53)  -0.256
C (0.93, 2.69, 1.68)  -0.182
C (-0.59, 2.87, 1.59)  -0.129
C (-1.25, 2.48, 0.25)  -0.396
C (-0.48, 3.20, -0.79)  -0.219
N (0.12, 3.78, -1.57)  0.205
C (-2.73, 2.94, 0.09)  -0.140
C (-3.53, 3.33, 1.34)  -0.170
C (-3.59, 2.38, 2.55)  -0.313
N (-4.98, 2.03, 2.85)  0.000
C (-1.03, 0.93, -0.05)  -0.348
C (-1.02, 0.67, -1.49)  -0.285
N (-1.04, 0.45, -2.62)  0.190
P (-2.32, -0.23, 0.68)  1.013
C (-2.16, -1.70, -0.41)  -0.302
C (-1.39, -0.82, 2.16)  -0.401
C (-0.18, -1.74, 1.89)  -0.157
H (-0.08, 1.31, 4.13)  0.057
H (1.53, 0.81, 4.57)  0.077
H (1.19, 2.53, 4.42)  0.083
H (2.50, 1.51, 2.50)  0.111
H (1.12, 0.54, 2.08)  0.064
H (1.42, 2.64, 0.71)  0.105
H (1.34, 3.57, 2.18)  0.118
H (-0.85, 3.91, 1.78)  0.134
H (-1.05, 2.31, 2.40)  0.084
H (-3.28, 2.21, -0.49)  0.105
H (-2.71, 3.83, -0.54)  0.121
H (-3.22, 4.32, 1.68)  0.110
H (-4.56, 3.46, 1.01)  0.113
H (-2.97, 1.49, 2.41)  0.027
H (-3.20, 2.90, 3.42)  0.113
H (-5.42, 1.63, 2.03)  0.064
H (-5.03, 1.36, 3.60)  0.065
H (-0.04, 0.64, 0.31)  0.101
H (-2.77, -2.49, 0.02)  0.050
H (-1.14, -2.06, -0.51)  0.017
H (-2.53, -1.45, -1.41)  0.031
H (-2.09, -1.33, 2.81)  0.082
H (-1.03, 0.06, 2.69)  0.033
H (0.37, -1.41, 1.01)  0.049
H (-0.50, -2.76, 1.70)  0.070
H (0.49, -1.75, 2.75)  0.076
C (5.62, -3.26, -2.82)  -0.058
C (4.82, -2.49, -3.86)  -0.156
N (3.39, -2.42, -3.52)  -0.050
C (2.74, -1.35, -2.96)  0.019
C (1.44, -1.71, -2.80)  0.006
N (1.32, -2.99, -3.27)  -0.077
C (2.51, -3.40, -3.70)  -0.016
C (0.09, -3.78, -3.30)  0.037
H (5.26, -4.28, -2.73)  0.079
H (6.66, -3.29, -3.11)  0.088
H (5.54, -2.78, -1.85)  0.085
H (4.90, -2.95, -4.85)  0.131
H (5.17, -1.46, -3.95)  0.130
H (3.27, -0.44, -2.73)  0.144
H (0.58, -1.19, -2.42)  0.084
H (2.73, -4.37, -4.12)  0.176
H (0.20, -4.67, -2.69)  0.106
H (-0.14, -4.06, -4.33)  0.108
H (-0.72, -3.17, -2.91)  0.090

---

No. 3
Density functional theory data (ωB97M-V/def2-TZVPD) for a 4-piece molecular cluster, C20H38BClNO13 overall at a distorted geometry.

The calculation puts the HOMO energy (spin up / spin down) at -9.37 / -10.07 eV. The value obtained for the gap between HOMO and LUMO (spin up / spin down) is 9.26 / 9.46 eV. Its spin multiplicity is 2.

Last column: Löwdin charge in e.
Atoms and positions in Å:
C (-1.62, -2.97, 4.17)  -0.043
C (-1.90, -2.06, 2.84)  -0.437
C (-2.37, -3.09, 1.71)  -0.033
C (-3.15, -1.13, 3.22)  -0.069
C (-3.35, 0.13, 2.24)  -0.267
C (-4.13, 1.26, 3.13)  -0.101
C (-4.68, 2.44, 2.22)  -0.650
O (-3.96, 3.16, 1.50)  0.006
Cl (-6.49, 2.76, 2.18)  0.617
B (-4.35, -0.22, 1.00)  -0.520
O (-5.73, -0.58, 1.34)  0.071
O (-4.04, -0.14, -0.40)  0.091
C (-1.95, 0.79, 1.82)  -0.067
C (-0.73, -0.22, 1.60)  -0.395
C (-0.66, -0.66, 0.04)  -0.034
C (0.62, 0.69, 1.82)  -0.030
N (-0.62, -1.35, 2.57)  -0.122
O (0.24, -2.28, 2.19)  -0.028
H (-2.58, -3.02, 4.79)  0.086
H (-1.21, -4.00, 3.91)  0.087
H (-0.85, -2.38, 4.79)  0.098
H (-1.63, -3.95, 1.53)  0.101
H (-2.68, -2.63, 0.72)  0.067
H (-3.32, -3.61, 2.13)  0.105
H (-2.99, -0.77, 4.30)  0.137
H (-4.10, -1.77, 3.15)  0.138
H (-3.39, 1.66, 3.92)  0.145
H (-4.95, 0.71, 3.72)  0.132
H (-6.28, 0.14, 0.95)  0.095
H (-3.89, -1.07, -0.70)  0.111
H (-1.73, 1.63, 2.56)  0.118
H (-2.12, 1.31, 0.80)  0.137
H (-0.47, 0.32, -0.54)  0.102
H (0.25, -1.32, -0.19)  0.095
H (-1.64, -1.08, -0.36)  0.060
H (1.20, 0.82, 0.84)  0.085
H (0.36, 1.75, 2.18)  0.083
H (1.32, 0.19, 2.59)  0.081
C (3.62, -1.69, 1.02)  -0.037
O (4.33, -0.64, 0.36)  0.004
C (5.17, -1.06, -0.59)  -0.586
O (5.35, -2.21, -0.92)  0.104
O (5.77, 0.01, -1.13)  0.004
C (6.70, -0.29, -2.17)  -0.042
H (2.97, -1.24, 1.77)  0.070
H (2.99, -2.23, 0.31)  0.097
H (4.31, -2.37, 1.53)  0.102
H (6.19, -0.78, -3.00)  0.098
H (7.51, -0.91, -1.79)  0.099
H (7.12, 0.65, -2.52)  0.094
C (4.56, -4.39, -2.87)  -0.048
O (3.80, -3.73, -3.87)  0.001
C (3.98, -4.21, -5.11)  -0.603
O (4.70, -5.13, -5.42)  0.121
O (3.21, -3.50, -5.95)  -0.005
C (3.30, -3.91, -7.32)  -0.050
H (4.34, -3.92, -1.91)  0.068
H (4.28, -5.45, -2.80)  0.099
H (5.63, -4.29, -3.06)  0.102
H (2.97, -4.95, -7.43)  0.098
H (4.32, -3.79, -7.69)  0.097
H (2.64, -3.27, -7.90)  0.092
C (-3.00, 5.85, 0.89)  -0.056
O (-1.92, 6.75, 0.65)  0.001
C (-1.68, 6.99, -0.65)  -0.602
O (-2.29, 6.52, -1.58)  0.123
O (-0.65, 7.84, -0.74)  -0.004
C (-0.29, 8.18, -2.08)  -0.050
H (-3.10, 5.73, 1.97)  0.091
H (-3.93, 6.26, 0.51)  0.103
H (-2.80, 4.87, 0.46)  0.078
H (-1.11, 8.69, -2.58)  0.098
H (0.03, 7.30, -2.63)  0.098
H (0.56, 8.87, -2.03)  0.092

---

No. 4
Density functional theory data (ωB97M-V/def2-TZVPD) for C20H38Br8O11 as an isolated structure at a distorted geometry.

The calculation puts the HOMO energy at -7.89 eV. The value obtained for the gap between HOMO and LUMO is 7.77 eV.

Last column: Löwdin charge in e.
Atoms and positions in Å:
Br (-19.08, 7.48, 26.40)  0.733
C (-17.35, 6.71, 26.94)  -0.608
C (-17.37, 5.23, 26.62)  -0.695
Br (-15.77, 4.28, 27.20)  0.710
H (-17.17, 6.97, 27.99)  0.052
H (-16.51, 7.24, 26.48)  0.065
H (-17.44, 5.09, 25.54)  0.047
H (-18.25, 4.78, 27.07)  0.027
Br (-13.06, 1.66, 28.62)  0.566
C (-13.62, 2.89, 30.05)  -0.713
C (-13.33, 2.22, 31.38)  -0.640
Br (-13.60, 3.64, 32.71)  0.765
H (-14.67, 3.11, 29.88)  0.006
H (-13.04, 3.81, 29.98)  0.048
H (-12.29, 1.92, 31.46)  0.049
H (-14.02, 1.42, 31.62)  0.044
Br (-19.57, 2.66, 30.81)  0.760
C (-17.97, 2.02, 29.82)  -0.612
C (-17.69, 0.59, 30.28)  -0.668
Br (-16.10, -0.10, 29.35)  0.610
H (-17.19, 2.74, 30.04)  0.030
H (-18.20, 2.03, 28.75)  0.051
H (-18.52, -0.06, 30.06)  0.015
H (-17.41, 0.59, 31.33)  0.049
Br (-20.56, 2.45, 26.06)  1.208
C (-21.75, 2.71, 27.61)  -0.465
C (-22.41, 1.43, 28.01)  -0.615
Br (-21.16, 0.01, 28.49)  0.605
H (-22.47, 3.50, 27.39)  -0.087
H (-21.13, 3.21, 28.35)  0.036
H (-23.08, 1.05, 27.24)  0.063
H (-23.04, 1.59, 28.89)  0.058
C (-21.86, 4.25, 22.90)  -0.017
C (-21.62, 3.61, 24.26)  -0.423
C (-20.33, 4.15, 24.88)  -0.354
O (-20.75, 4.45, 26.22)  -0.264
C (-22.10, 4.38, 26.33)  -0.607
O (-22.66, 4.64, 27.34)  0.087
O (-22.64, 4.01, 25.16)  0.139
H (-21.93, 5.34, 22.92)  0.089
H (-22.80, 3.94, 22.44)  0.087
H (-21.08, 3.97, 22.19)  0.095
H (-21.66, 2.53, 24.17)  0.101
H (-19.87, 5.04, 24.46)  0.123
H (-19.57, 3.38, 24.94)  0.021
C (-16.08, 7.95, 33.95)  -0.015
C (-15.45, 6.57, 34.06)  -0.306
C (-13.93, 6.57, 34.37)  -0.126
O (-13.81, 5.48, 35.27)  0.007
C (-14.99, 5.20, 35.83)  -0.605
O (-15.16, 4.42, 36.72)  0.157
O (-15.95, 5.89, 35.22)  0.080
H (-15.61, 8.43, 33.09)  0.090
H (-15.84, 8.53, 34.85)  0.087
H (-17.15, 7.91, 33.81)  0.077
H (-15.66, 5.91, 33.21)  0.123
H (-13.54, 7.47, 34.85)  0.135
H (-13.39, 6.36, 33.45)  0.090
C (-20.82, 5.26, 29.06)  -0.066
C (-19.67, 6.17, 29.47)  -0.301
C (-19.57, 6.63, 30.93)  -0.070
O (-18.21, 6.36, 31.29)  0.066
C (-17.59, 5.68, 30.32)  -0.602
O (-16.44, 5.40, 30.30)  0.119
O (-18.45, 5.42, 29.30)  -0.027
H (-20.94, 4.50, 29.82)  -0.001
H (-20.56, 4.88, 28.07)  0.062
H (-21.74, 5.83, 28.97)  0.099
H (-19.49, 7.00, 28.77)  0.053
H (-20.24, 6.03, 31.55)  0.131
H (-19.79, 7.69, 31.02)  0.134
O (-23.74, 6.35, 31.42)  -0.038
H (-24.15, 6.11, 32.26)  0.066
H (-23.93, 7.28, 31.30)  0.061
O (-23.16, 4.24, 29.71)  -0.080
H (-23.38, 4.62, 28.85)  0.017
H (-23.40, 4.93, 30.36)  0.010